Record 1
{
  "formula": "CH2F3NO2S",
  "method": "the ωB97M-V functional and the def2-TZVPD basis",
  "homo_ev": -11.21,
  "orbital_gap_ev": 9.55,
  "de_lowest_kj_mol": 358.5,
  "total_charge": 0,
  "total_energy_ha": -942.1767,
  "symbols": ["C", "N", "O", "O", "F", "F", "F", "S", "H", "H"],
  "xyz": [[-0.94, 0.00, 1.88], [0.85, 0.46, -2.21], [0.02, 0.28, 0.92], [1.79, -1.14, -0.80], [-1.04, 0.31, 3.11], [-2.17, 0.34, 1.17], [-1.05, -1.58, 1.92], [1.42, 0.09, -0.57], [0.97, 0.03, -3.08], [0.16, 1.20, -2.34]]
}



Record 2
{
  "formula": "C13H34Cl6O10",
  "method": "the ωB97M-V functional and the def2-TZVPD basis",
  "homo_ev": -9.89,
  "orbital_gap_ev": 9.86,
  "total_charge": 0,
  "total_energy_ha": -4029.0824,
  "smiles": "ClC(Cl)(Cl)Cl.ClCCCl.OCCO.OCCO.OCCO.OCCO.OCCO",
  "symbols": ["C", "Cl", "Cl", "Cl", "Cl", "C", "C", "O", "O", "H", "H", "H", "H", "H", "H", "C", "C", "O", "O", "H", "H", "H", "H", "H", "H", "C", "C", "O", "O", "H", "H", "H", "H", "H", "H", "C", "C", "O", "O", "H", "H", "H", "H", "H", "H", "C", "C", "O", "O", "H", "H", "H", "H", "H", "H", "Cl", "C", "C", "Cl", "H", "H", "H", "H"],
  "xyz": [[1.88, 0.70, 0.95], [3.68, 0.74, 0.95], [1.36, 2.33, 0.58], [1.35, -0.44, -0.33], [1.31, 0.32, 2.58], [-2.35, -3.60, 4.18], [-2.18, -2.13, 4.53], [-0.92, -1.76, 4.09], [-3.07, -3.60, 3.00], [-2.92, -4.20, 4.89], [-1.41, -4.12, 3.98], [-2.20, -2.01, 5.61], [-3.02, -1.48, 4.28], [-1.00, -1.01, 3.49], [-3.67, -4.35, 2.99], [0.28, -4.98, -0.12], [0.46, -3.85, 0.93], [0.61, -4.44, 2.20], [0.20, -4.51, -1.40], [-0.68, -5.45, 0.11], [1.07, -5.72, -0.25], [-0.51, -3.37, 0.98], [1.20, -3.11, 0.64], [0.59, -3.69, 2.80], [-0.67, -4.10, -1.45], [-3.10, -0.84, 0.16], [-2.12, 0.21, 0.75], [-2.09, 0.12, 2.19], [-2.81, -2.21, 0.32], [-3.49, -0.67, -0.85], [-4.04, -0.67, 0.68], [-2.40, 1.25, 0.63], [-1.08, 0.19, 0.44], [-2.84, 0.67, 2.44], [-2.81, -2.35, 1.27], [-0.78, 5.31, 0.23], [0.35, 5.48, -0.78], [0.13, 4.78, -1.95], [-0.56, 6.15, 1.40], [-0.82, 4.27, 0.55], [-1.64, 5.81, -0.22], [1.30, 5.16, -0.37], [0.57, 6.44, -1.26], [-0.46, 5.32, -2.48], [-1.36, 6.13, 1.92], [0.27, 1.40, -4.33], [-0.74, 1.06, -3.30], [-1.01, -0.23, -2.91], [1.54, 1.15, -3.84], [0.12, 2.48, -4.35], [0.10, 1.09, -5.36], [-1.68, 1.46, -3.70], [-0.61, 1.55, -2.33], [-0.58, -0.40, -2.07], [1.52, 0.20, -3.96], [6.23, -0.31, -1.03], [5.11, 0.19, -2.31], [5.11, 1.64, -2.55], [6.71, 2.30, -3.00], [4.16, -0.01, -1.79], [5.23, -0.38, -3.23], [4.63, 2.24, -1.77], [4.52, 1.82, -3.45]]
}



Record 3
{
  "formula": "C28H74N18O12",
  "method": "the ωB97M-V functional and the def2-TZVPD basis",
  "homo_ev": -1.76,
  "orbital_gap_ev": 5.37,
  "total_charge": -2,
  "total_energy_ha": -2999.9502,
  "symbols": ["O", "C", "C", "O", "H", "H", "H", "H", "C", "C", "C", "C", "C", "C", "N", "O", "C", "C", "C", "H", "H", "H", "H", "H", "H", "H", "H", "H", "H", "H", "H", "H", "H", "H", "H", "H", "H", "H", "C", "C", "C", "C", "C", "C", "N", "O", "C", "C", "C", "H", "H", "H", "H", "H", "H", "H", "H", "H", "H", "H", "H", "H", "H", "H", "H", "H", "H", "H", "C", "O", "N", "N", "H", "H", "H", "H", "C", "O", "N", "N", "H", "H", "H", "H", "C", "O", "N", "N", "H", "H", "H", "H", "C", "O", "N", "N", "H", "H", "H", "H", "C", "O", "N", "N", "H", "H", "H", "H", "C", "O", "N", "N", "H", "H", "H", "H", "C", "O", "N", "N", "H", "H", "H", "H", "C", "O", "N", "N", "H", "H", "H", "H"],
  "xyz": [[-11.69, 9.43, -13.82], [-12.68, 8.85, -14.62], [-13.79, 7.96, -13.95], [-13.48, 7.26, -12.75], [-12.12, 8.16, -15.28], [-13.09, 9.63, -15.29], [-14.04, 7.27, -14.78], [-14.62, 8.61, -13.64], [-14.17, 12.15, -13.08], [-14.52, 13.69, -13.19], [-14.11, 14.28, -14.53], [-15.04, 13.80, -15.59], [-16.50, 14.24, -15.27], [-17.03, 13.74, -13.88], [-15.94, 13.89, -12.91], [-16.35, 13.44, -11.65], [-18.24, 14.56, -13.53], [-17.39, 12.28, -14.01], [-13.79, 14.39, -12.05], [-13.12, 11.88, -13.24], [-14.66, 11.61, -13.89], [-14.52, 11.68, -12.17], [-14.08, 15.37, -14.58], [-13.09, 13.95, -14.74], [-15.01, 12.73, -15.81], [-14.82, 14.32, -16.53], [-17.10, 13.75, -16.04], [-16.59, 15.32, -15.44], [-18.63, 14.14, -12.60], [-18.07, 15.61, -13.28], [-19.01, 14.42, -14.28], [-18.40, 12.12, -14.41], [-16.67, 11.83, -14.70], [-17.36, 11.73, -13.07], [-14.02, 14.04, -11.04], [-14.05, 15.45, -12.10], [-12.70, 14.46, -12.13], [-16.39, 14.21, -11.08], [-16.70, 6.62, -17.75], [-16.77, 8.19, -17.95], [-16.20, 8.49, -19.33], [-16.71, 9.84, -19.88], [-18.26, 9.93, -19.72], [-18.84, 9.70, -18.31], [-18.17, 8.52, -17.72], [-18.72, 8.11, -16.51], [-18.62, 11.00, -17.50], [-20.37, 9.45, -18.46], [-15.89, 8.82, -16.89], [-16.87, 6.50, -16.68], [-15.73, 6.20, -17.99], [-17.44, 6.02, -18.29], [-15.11, 8.58, -19.39], [-16.58, 7.78, -20.08], [-16.42, 10.22, -20.86], [-16.38, 10.64, -19.20], [-18.65, 9.22, -20.45], [-18.51, 10.94, -20.04], [-19.21, 11.85, -17.84], [-18.97, 10.79, -16.48], [-17.59, 11.31, -17.36], [-20.97, 10.25, -18.90], [-20.57, 8.53, -19.01], [-20.73, 9.31, -17.44], [-14.87, 8.42, -16.87], [-16.21, 8.84, -15.85], [-15.74, 9.90, -17.01], [-18.30, 8.69, -15.85], [-10.16, 12.34, -11.67], [-10.39, 11.49, -10.83], [-10.14, 12.04, -12.99], [-9.78, 13.65, -11.44], [-10.73, 11.25, -13.25], [-9.67, 12.62, -13.66], [-9.77, 14.32, -12.19], [-9.31, 13.78, -10.56], [-8.65, 9.84, -16.17], [-7.71, 10.41, -16.72], [-9.70, 9.32, -16.87], [-8.84, 9.67, -14.85], [-9.43, 9.06, -17.80], [-10.48, 8.97, -16.33], [-9.67, 9.25, -14.44], [-8.02, 9.91, -14.32], [-18.26, 6.53, -13.71], [-19.42, 6.10, -13.60], [-17.30, 5.80, -14.29], [-17.78, 7.73, -13.31], [-16.37, 6.18, -14.37], [-17.60, 5.16, -15.01], [-18.27, 8.43, -12.78], [-16.78, 7.84, -13.27], [-12.23, 11.77, -17.74], [-11.79, 12.52, -18.61], [-11.76, 11.72, -16.47], [-13.32, 10.98, -17.91], [-11.06, 12.37, -16.19], [-12.02, 10.87, -15.97], [-13.74, 11.05, -18.82], [-13.79, 10.44, -17.21], [-14.22, 3.78, -13.67], [-14.82, 2.84, -14.23], [-14.84, 4.66, -12.84], [-12.91, 3.99, -13.75], [-15.85, 4.66, -12.88], [-14.34, 5.56, -12.79], [-12.27, 3.33, -14.16], [-12.52, 4.74, -13.19], [-15.47, 7.60, -9.76], [-15.84, 7.61, -8.58], [-15.84, 8.51, -10.70], [-14.62, 6.68, -10.26], [-16.38, 9.27, -10.34], [-15.37, 8.53, -11.60], [-14.33, 6.90, -11.22], [-13.93, 6.32, -9.63], [-9.47, 5.39, -14.38], [-9.40, 6.02, -13.32], [-10.31, 5.67, -15.38], [-8.62, 4.35, -14.59], [-10.78, 6.56, -15.42], [-10.18, 5.24, -16.28], [-8.75, 3.77, -15.40], [-7.71, 4.39, -14.16], [-12.59, 5.54, -17.93], [-11.66, 6.36, -18.00], [-13.26, 5.20, -19.05], [-13.06, 4.96, -16.81], [-13.99, 4.52, -18.99], [-12.97, 5.50, -19.96], [-12.81, 5.42, -15.95], [-13.81, 4.30, -16.93]]
}



Record 4
{
  "formula": "C32H38N4O8",
  "method": "the ωB97M-V functional and the def2-TZVPD basis",
  "homo_ev": -7.92,
  "orbital_gap_ev": 8.47,
  "total_charge": 0,
  "total_energy_ha": -2063.0278,
  "smiles": "COc1ccc(O[C@H]2C=C[C@@H](c3ccccc3)O[C@@H]2COC(=O)CC/C(C)=N/O[C@H](C)c2cn([C@@H]3COC[C@H]3O)nn2)cc1",
  "symbols": ["C", "H", "O", "C", "C", "C", "C", "C", "C", "H", "H", "O", "C", "C", "C", "C", "C", "C", "C", "C", "C", "C", "H", "H", "H", "H", "H", "O", "C", "C", "H", "H", "O", "C", "O", "C", "C", "C", "N", "O", "C", "C", "C", "N", "N", "N", "C", "H", "C", "H", "O", "C", "H", "C", "O", "H", "H", "H", "H", "H", "C", "H", "H", "H", "H", "C", "H", "H", "H", "H", "H", "H", "H", "H", "H", "H", "H", "H", "H", "H", "H", "H"],
  "xyz": [[3.50, 6.46, 0.94], [3.37, 6.46, -0.15], [4.19, 5.31, 1.38], [3.64, 4.09, 1.15], [2.43, 3.87, 0.51], [1.95, 2.57, 0.33], [2.68, 1.48, 0.78], [3.89, 1.71, 1.43], [4.37, 2.99, 1.61], [5.30, 3.17, 2.11], [4.45, 0.86, 1.78], [2.33, 0.17, 0.65], [1.08, -0.18, 0.08], [1.12, -1.66, -0.17], [0.89, -2.48, 0.84], [0.50, -1.87, 2.16], [1.68, -1.37, 2.96], [2.93, -1.95, 2.82], [4.01, -1.48, 3.56], [3.85, -0.42, 4.43], [2.60, 0.17, 4.57], [1.52, -0.31, 3.85], [0.55, 0.13, 3.97], [2.46, 1.00, 5.25], [4.69, -0.04, 4.99], [4.98, -1.94, 3.44], [3.07, -2.78, 2.14], [-0.47, -0.84, 1.93], [-0.10, 0.18, 1.02], [-1.36, 0.45, 0.19], [-1.65, -0.47, -0.32], [-2.18, 0.76, 0.86], [-1.14, 1.47, -0.77], [-2.02, 1.50, -1.79], [-3.02, 0.83, -1.81], [-1.64, 2.53, -2.82], [-0.15, 2.48, -3.14], [0.33, 1.08, -3.41], [-0.54, 0.17, -3.31], [-0.13, -1.13, -3.58], [-1.22, -2.05, -3.67], [-1.62, -2.59, -2.33], [-2.72, -2.31, -1.54], [-2.56, -3.10, -0.46], [-1.45, -3.82, -0.58], [-0.89, -3.52, -1.69], [-3.40, -3.27, 0.69], [-2.82, -3.87, 1.40], [-4.75, -3.94, 0.36], [-4.92, -4.79, 1.03], [-5.75, -2.96, 0.55], [-5.32, -2.14, 1.61], [-5.44, -2.64, 2.58], [-3.81, -1.93, 1.36], [-3.16, -1.67, 2.57], [-2.24, -1.38, 2.39], [-3.68, -1.11, 0.65], [-5.89, -1.22, 1.59], [-4.81, -4.28, -0.68], [-3.55, -1.64, -1.67], [-2.41, -1.47, -4.43], [-3.16, -2.24, -4.57], [-2.08, -1.11, -5.40], [-2.83, -0.65, -3.87], [-0.76, -2.88, -4.23], [1.77, 0.91, -3.76], [2.04, 1.57, -4.58], [2.40, 1.16, -2.90], [1.96, -0.12, -4.05], [0.43, 2.89, -2.30], [0.07, 3.11, -4.01], [-1.91, 3.52, -2.44], [-2.23, 2.33, -3.71], [0.18, 1.08, 1.59], [-0.05, -2.60, 2.77], [0.90, -3.55, 0.74], [1.35, -2.01, -1.16], [0.94, 0.36, -0.87], [1.00, 2.44, -0.16], [1.83, 4.69, 0.14], [2.52, 6.54, 1.42], [4.12, 7.30, 1.23]]
}



Record 5
{
  "formula": "C25H55N7O8",
  "method": "the ωB97M-V functional and the def2-TZVPD basis",
  "homo_ev": -8.70,
  "orbital_gap_ev": 8.65,
  "total_charge": 0,
  "total_energy_ha": -1970.6042,
  "smiles": "CCC[C@@H](CN)OCN(C(C)=O)C(C)=O.CNC(C)=O.CNC(C)=O.CNC(C)=O.CNC(C)=O.CNC(C)=O",
  "symbols": ["C", "C", "C", "C", "C", "N", "O", "C", "N", "C", "C", "O", "C", "C", "O", "H", "H", "H", "H", "H", "H", "H", "H", "H", "H", "H", "H", "H", "H", "H", "H", "H", "H", "H", "H", "C", "C", "O", "N", "C", "H", "H", "H", "H", "H", "H", "H", "C", "C", "O", "N", "C", "H", "H", "H", "H", "H", "H", "H", "C", "C", "O", "N", "C", "H", "H", "H", "H", "H", "H", "H", "C", "C", "O", "N", "C", "H", "H", "H", "H", "H", "H", "H", "C", "C", "O", "N", "C", "H", "H", "H", "H", "H", "H", "H"],
  "xyz": [[6.09, -0.59, 3.45], [5.42, 0.72, 2.67], [6.46, 1.36, 1.54], [6.05, 2.95, 1.32], [7.42, 3.87, 1.09], [7.74, 4.53, 2.44], [5.21, 3.20, 0.13], [3.91, 2.52, 0.21], [3.14, 3.15, 1.35], [2.63, 4.53, 1.02], [3.13, 5.75, 2.05], [1.87, 4.87, -0.02], [2.08, 2.24, 1.92], [0.79, 1.61, 1.13], [2.22, 1.89, 3.23], [5.56, -0.64, 4.50], [7.24, -0.43, 3.62], [5.85, -1.58, 2.85], [5.09, 1.52, 3.49], [4.43, 0.32, 2.16], [7.53, 1.38, 2.04], [6.51, 0.76, 0.54], [5.59, 3.32, 2.33], [7.08, 4.76, 0.38], [8.32, 3.25, 0.66], [6.87, 5.08, 2.71], [7.78, 3.77, 3.18], [3.36, 2.75, -0.82], [3.98, 1.34, 0.26], [2.78, 5.48, 3.14], [4.32, 5.71, 2.07], [2.78, 6.82, 1.69], [0.74, 0.44, 1.35], [0.83, 1.71, -0.04], [-0.21, 2.05, 1.61], [-2.51, -2.04, 0.43], [-1.23, -1.62, -0.24], [-0.91, -0.44, -0.35], [-0.42, -2.60, -0.72], [-0.62, -4.03, -0.68], [-3.06, -1.16, 0.77], [-3.14, -2.59, -0.27], [-2.29, -2.66, 1.31], [0.42, -2.24, -1.16], [0.22, -4.47, -0.14], [-0.63, -4.40, -1.71], [-1.55, -4.30, -0.19], [-3.62, -7.53, -2.02], [-3.79, -6.06, -1.76], [-3.07, -5.45, -0.97], [-4.79, -5.40, -2.42], [-5.73, -5.95, -3.37], [-2.79, -7.92, -1.42], [-4.53, -8.07, -1.73], [-3.40, -7.70, -3.07], [-4.84, -4.42, -2.20], [-5.61, -5.41, -4.31], [-6.74, -5.78, -2.98], [-5.58, -7.02, -3.54], [-5.08, 1.79, -0.48], [-5.42, 0.81, 0.60], [-4.87, -0.28, 0.70], [-6.38, 1.17, 1.50], [-7.14, 2.40, 1.56], [-4.30, 1.37, -1.12], [-5.96, 1.99, -1.10], [-4.70, 2.72, -0.04], [-6.56, 0.46, 2.21], [-6.95, 2.87, 2.53], [-8.20, 2.15, 1.48], [-6.86, 3.09, 0.76], [-1.60, 4.57, 1.25], [-3.04, 5.02, 1.31], [-3.95, 4.34, 0.85], [-3.31, 6.22, 1.89], [-2.37, 7.15, 2.48], [-1.54, 3.59, 0.76], [-1.01, 5.28, 0.68], [-1.20, 4.47, 2.26], [-4.29, 6.46, 1.89], [-2.65, 7.29, 3.53], [-2.46, 8.10, 1.95], [-1.34, 6.79, 2.43], [-0.07, -6.92, -5.49], [0.45, -6.58, -4.12], [0.09, -7.18, -3.12], [1.34, -5.55, -4.02], [1.88, -4.73, -5.08], [-0.77, -7.76, -5.42], [-0.59, -6.07, -5.92], [0.76, -7.23, -6.14], [1.65, -5.38, -3.07], [2.97, -4.85, -5.07], [1.62, -3.69, -4.86], [1.49, -5.01, -6.06]]
}



Record 6
{
  "formula": "C5H12N2O",
  "method": "the ωB97M-V functional and the def2-TZVPD basis",
  "homo_ev": -7.35,
  "orbital_gap_ev": 7.90,
  "de_lowest_kj_mol": 454.4,
  "total_charge": 0,
  "total_energy_ha": -382.3295,
  "symbols": ["C", "N", "N", "H", "H", "H", "H", "H", "H", "C", "C", "C", "C", "O", "H", "H", "H", "H", "H", "H"],
  "xyz": [[-0.72, 1.87, -0.33], [-1.26, 0.44, -0.46], [-0.13, 2.17, 0.92], [0.70, 1.62, 1.12], [-0.78, 2.11, 1.70], [-1.29, 0.17, -1.43], [-2.21, 0.37, -0.08], [0.03, 1.97, -1.12], [-1.54, 2.57, -0.54], [1.73, -0.66, -0.72], [1.05, -0.90, 0.62], [-0.43, -0.95, 0.67], [-0.43, -2.20, 0.02], [1.67, -0.63, 1.67], [-0.83, -0.89, 1.67], [2.44, 0.17, -0.63], [2.29, -1.56, -0.99], [1.03, -0.42, -1.52], [-1.02, -3.00, 0.46], [-0.31, -2.26, -1.04]]
}



Record 7
{
  "formula": "C5H4LuNO5",
  "method": "the ωB97M-V functional and the def2-TZVPD basis",
  "homo_ev": -18.13,
  "orbital_gap_ev": 8.02,
  "total_charge": 2,
  "total_energy_ha": -1858.7154,
  "symbols": ["O", "C", "Lu", "O", "C", "C", "O", "C", "O", "C", "O", "H", "N", "H", "H", "H"],
  "xyz": [[1.62, 1.42, -4.71], [0.97, 1.24, -3.78], [0.03, -0.30, 0.28], [-1.67, 1.67, -2.01], [-1.24, 0.97, -1.20], [-1.98, -0.49, 1.85], [-2.84, -0.46, 2.63], [1.11, -1.98, 1.48], [1.82, -2.73, 1.98], [-1.03, -2.16, -0.81], [-1.33, -3.02, -1.50], [1.24, -0.54, -0.99], [0.76, 1.46, 1.62], [0.07, 2.21, 1.48], [1.65, 1.60, 1.13], [0.83, 1.10, 2.57]]
}



Record 8
{
  "formula": "C6H9ClN3O",
  "method": "the ωB97M-V functional and the def2-TZVPD basis",
  "homo_ev": -12.62,
  "orbital_gap_ev": 8.66,
  "total_charge": 1,
  "total_energy_ha": -933.3314,
  "smiles": "NC/C(O)=[NH+]/N=C/[C@H]1C=C1Cl",
  "symbols": ["C", "C", "C", "C", "C", "C", "N", "N", "N", "O", "Cl", "H", "H", "H", "H", "H", "H", "H", "H", "H"],
  "xyz": [[-0.76, 2.03, -2.36], [-1.73, 3.17, -2.50], [-0.58, 1.32, -1.07], [-0.52, 3.59, -2.55], [0.45, -1.48, 0.70], [0.59, -1.87, 2.18], [0.00, 0.20, -0.88], [0.11, -0.22, 0.37], [0.93, -3.26, 2.27], [0.94, -2.24, -0.22], [0.61, 4.76, -2.42], [-0.38, 1.49, -3.23], [-2.90, 3.33, -2.45], [-0.91, 1.80, -0.09], [1.42, -1.31, 2.57], [-0.20, -1.50, 2.79], [-0.23, 0.45, 1.22], [1.91, -3.33, 2.71], [0.98, -3.19, 0.16], [0.27, -3.75, 2.80]]
}



Record 9
{
  "formula": "C3H2INS2",
  "method": "the ωB97M-V functional and the def2-TZVPD basis",
  "homo_ev": -8.56,
  "orbital_gap_ev": 7.19,
  "de_lowest_kj_mol": 491.1,
  "total_charge": 0,
  "total_energy_ha": -1264.1387,
  "symbols": ["C", "C", "C", "N", "S", "S", "I", "H", "H"],
  "xyz": [[-0.65, 1.11, 0.96], [0.27, 0.22, -2.00], [0.23, -0.96, 0.37], [0.19, 0.13, 1.20], [0.98, -2.34, 0.76], [-0.75, -0.76, -1.14], [-0.48, 0.67, -3.89], [-0.58, 1.89, 1.73], [0.82, 0.04, 2.02]]
}